This record from the OMol25 dataset describes a cluster of 5 separate species, C42H66ClNO18S2 in total in a non-equilibrium geometry. The level of theory is wB97M-V/def2-TZVPD.

Geometry as XYZ:
```
130
Properties=species:S:1:pos:R:3:lowdin_charge:R:1
Cl 5.789 -6.121 -3.441 0.74
S -2.013 -1.660 -2.884 0.86
S -2.186 -1.201 -0.001 0.73
O 4.445 -0.857 -1.131 -0.04
O 7.437 7.001 -5.303 0.12
O 4.336 -4.690 -5.643 0.13
O -7.129 -0.923 5.240 0.01
O -9.100 2.535 1.884 0.00
O 2.047 -6.544 6.142 0.01
O -11.242 2.803 1.218 0.13
O 1.570 -4.190 -5.665 0.08
O 5.581 2.491 -1.894 -0.13
O 1.546 -4.585 5.394 0.04
O 1.899 -6.253 3.908 0.11
O -6.359 0.935 -1.939 -0.13
O -9.684 1.738 -0.031 0.03
O 6.980 8.580 -3.749 0.04
O 3.315 -0.393 -3.669 0.15
O -7.944 0.690 6.593 0.12
O -5.831 -0.100 6.752 0.04
O 5.601 6.940 -3.990 0.00
N -4.038 -0.259 -1.718 -0.19
C -10.122 2.402 1.036 -0.61
C -0.170 -3.836 3.825 -0.05
C 1.255 -3.688 4.311 -0.20
C 8.171 9.288 -4.124 -0.21
C -5.587 0.780 7.861 -0.21
C 4.784 -2.061 -1.696 -0.16
C 5.822 3.588 -1.035 -0.28
C -10.829 2.756 -1.927 -0.06
C 6.193 -2.627 0.351 -0.12
C 3.838 -4.035 -4.779 -0.30
C 5.943 -4.176 -1.601 -0.03
C -8.412 -1.003 4.617 -0.03
C 4.204 -2.452 -2.914 0.01
C 4.817 -4.201 1.858 -0.23
C -6.422 -0.230 -1.138 -0.19
C 4.509 -3.696 -3.492 -0.09
C -10.653 1.523 -1.068 -0.21
C -5.343 1.786 -1.461 -0.18
C 4.669 1.516 -1.434 -0.18
C -4.141 0.984 -0.936 -0.19
C 0.751 -1.754 -4.444 -0.14
C 2.150 -2.311 -4.349 -0.05
C 0.446 -0.621 -3.476 -0.27
C 5.064 -2.748 1.402 -0.18
C -7.057 -0.043 6.239 -0.61
C -9.409 3.261 3.076 -0.04
C 6.740 7.466 -4.440 -0.61
C -6.136 0.214 9.152 -0.06
C 5.391 -4.556 -2.830 -0.56
C 7.198 3.539 -0.406 -0.07
C 2.333 -7.926 5.910 -0.04
C 7.954 10.123 -5.367 -0.07
C 3.535 -4.838 1.303 -0.09
C 5.645 -2.945 -1.017 -0.12
C -5.219 -1.104 -1.464 -0.15
C -2.833 -0.956 -1.459 -1.11
C 5.400 0.188 -1.353 -0.14
C -1.027 -0.263 -3.498 -0.45
C 3.232 -1.589 -3.640 -0.27
C 1.828 -5.835 5.034 -0.60
C 5.195 5.745 -4.665 -0.04
C 2.462 -3.479 -4.910 -0.19
H 1.416 -2.691 4.715 0.12
H 8.994 8.585 -4.253 0.12
H -7.223 0.149 9.119 0.08
H 8.403 9.924 -3.273 0.12
H -11.259 3.574 -1.351 0.08
H 6.585 -4.872 -1.084 0.11
H -9.133 -1.461 5.292 0.10
H 0.087 -2.598 -4.277 0.09
H -5.855 0.848 9.992 0.08
H -7.345 -0.730 -1.405 0.13
H -3.218 1.543 -1.041 0.12
H -10.255 0.702 -1.662 0.12
H 5.994 5.008 -4.671 0.10
H 2.902 -5.222 2.097 0.03
H -6.443 0.051 -0.084 0.12
H -1.216 0.647 -2.940 0.08
H 8.838 10.726 -5.576 0.08
H -8.293 -1.630 3.739 0.09
H -6.001 1.765 7.648 0.12
H -9.865 3.086 -2.316 0.08
H 7.757 9.491 -6.232 0.08
H 7.290 4.379 0.280 0.08
H 4.263 1.749 -0.449 0.13
H 4.768 -4.213 2.943 0.09
H 5.362 -2.166 2.270 0.11
H -5.727 2.366 -0.616 0.12
H 3.757 -5.679 0.652 0.07
H -9.580 4.311 2.844 0.10
H -0.870 -3.719 4.653 0.08
H 4.148 -2.348 0.982 0.10
H -5.064 -1.835 -0.666 0.11
H -5.746 -0.790 9.323 0.08
H 3.147 -8.041 5.198 0.10
H -0.334 -4.820 3.385 0.08
H 4.884 5.973 -5.683 0.10
H 0.758 -0.876 -2.465 0.12
H 6.113 0.248 -0.531 0.12
H 6.610 -1.630 0.381 0.10
H -10.281 2.842 3.574 0.10
H -11.597 1.199 -0.632 0.12
H -0.389 -3.082 3.069 0.08
H 7.100 10.787 -5.234 0.08
H -4.505 0.874 7.916 0.12
H 4.348 5.349 -4.112 0.09
H 5.681 -4.811 1.605 0.10
H -8.545 3.169 3.728 0.09
H -1.334 -0.061 -4.522 0.08
H 7.970 3.663 -1.158 0.08
H 1.445 -8.439 5.546 0.10
H 5.053 3.716 -0.275 0.11
H 1.028 0.246 -3.768 0.11
H 2.935 -4.135 0.731 0.07
H 7.367 2.612 0.135 0.07
H 6.945 -3.374 0.575 0.11
H -8.759 -0.018 4.313 0.09
H 5.794 4.486 -1.655 0.11
H -5.461 -1.667 -2.364 0.12
H 3.851 1.424 -2.139 0.11
H -5.038 2.457 -2.256 0.12
H -4.282 0.794 0.129 0.10
H 2.626 -8.341 6.870 0.09
H 1.244 -4.913 -5.117 0.13
H 5.929 0.029 -2.289 0.14
H -11.491 2.540 -2.766 0.08
H 1.971 -3.842 3.504 0.10
H 0.557 -1.433 -5.467 0.14
```

Values from the calculation:
* E_LUMO: -0.7 eV
* highest occupied orbital energy: -8.3953 eV
* HOMO-LUMO gap: 7.67 eV
* charge: 0


This record from the OMol25 dataset describes a structure of composition C42H66GeN7O2S4SiSnTe. The level of theory is wB97M-V/def2-TZVPD.

Geometry as XYZ:
```
125
Properties=species:S:1:pos:R:3:lowdin_charge:R:1
Te 0.247 2.275 -2.175 1.41
Sn -0.315 0.263 -0.114 0.88
Ge -4.170 0.401 0.276 0.70
S -1.137 3.226 0.979 0.47
S -4.444 7.677 -0.598 0.54
S -2.147 -4.268 1.696 1.07
S -2.963 5.628 0.922 0.96
Si 3.103 -1.163 -0.126 0.70
O 2.122 2.418 -0.003 -0.24
O -0.354 -1.168 -2.133 -0.21
N -1.389 0.427 4.858 -0.08
N -1.921 4.658 -1.175 -0.03
N 0.213 2.179 5.417 -0.09
N -2.718 5.727 -1.560 -0.13
N 0.942 -0.146 5.304 -0.08
N -1.657 -3.223 -0.608 0.04
N 0.350 1.046 3.271 -0.10
C -1.283 -5.230 0.549 -0.49
C -2.553 6.351 -5.739 -0.10
C -0.460 -0.552 5.430 -0.18
C 3.184 -1.955 -1.896 -0.26
C 1.092 1.150 5.973 -0.19
C 5.114 0.284 1.351 -0.13
C -1.169 1.710 5.534 -0.18
C 3.505 -2.627 2.380 -0.12
C 6.055 -1.498 -0.101 -0.12
C 4.935 -0.464 0.027 -0.68
C 2.988 -2.811 0.955 -0.66
C -0.599 1.776 -4.091 -0.37
C -0.746 -6.509 0.698 -0.09
C 1.231 0.051 3.877 -0.18
C 1.997 1.495 -3.119 -0.36
C -2.533 0.249 -0.762 -0.55
C -2.204 -2.994 0.540 -0.45
C -4.863 2.216 0.227 -0.21
C -3.555 6.865 -3.599 -0.04
C 0.144 -6.308 -1.547 -0.07
C -1.762 5.266 -3.739 -0.03
C 2.912 2.119 -5.408 -0.03
C -5.491 -0.793 -0.557 -0.23
C -2.698 5.965 -2.974 -0.17
C -1.692 5.464 -5.106 -0.08
C 3.667 -4.043 0.350 -0.12
C -1.112 -4.506 -0.630 -0.33
C 0.533 2.039 -5.049 -0.30
C 1.490 -3.122 1.036 -0.15
C 2.700 2.507 -6.724 -0.09
C -3.398 6.374 -0.578 -1.08
C 1.408 2.667 -7.202 -0.09
C -4.175 -0.142 2.171 -0.22
C -1.030 0.597 3.446 -0.24
C -3.475 7.042 -4.975 -0.09
C 0.517 2.313 3.986 -0.19
C -1.946 4.479 0.105 -1.13
C 5.118 0.560 -1.098 -0.13
C 1.836 1.886 -4.564 -0.28
C 0.326 2.433 -6.364 -0.06
C -0.033 -7.033 -0.359 -0.08
C -0.393 -5.050 -1.694 -0.02
H 0.408 -8.017 -0.266 0.10
H -0.879 0.721 -4.100 0.05
H -1.695 1.321 2.974 0.07
H 4.733 -3.892 0.175 0.06
H -0.688 -1.981 -1.695 0.00
H -0.599 -1.508 4.919 0.12
H 4.059 -2.591 -2.068 0.01
H -1.068 4.598 -3.252 0.03
H 3.545 2.696 -7.373 0.10
H 5.985 -2.056 -1.038 0.06
H 6.048 -2.222 0.716 0.06
H -2.634 1.080 -1.474 -0.04
H -1.481 2.380 -4.298 0.05
H -0.695 -0.686 6.489 0.12
H 1.057 -3.210 0.037 0.05
H 1.552 2.640 3.872 0.13
H -5.216 -0.346 2.433 0.02
H 5.081 0.093 -2.085 0.07
H -1.151 -0.823 -2.559 0.02
H 4.592 -2.525 2.413 0.06
H 6.091 1.061 -1.003 0.08
H -0.943 4.923 -5.671 0.09
H -3.605 -1.041 2.404 -0.01
H -4.275 7.413 -3.022 0.02
H 7.038 -1.005 -0.090 0.07
H 1.995 0.417 -2.969 0.04
H 3.921 2.006 -5.030 0.11
H -5.600 -0.560 -1.617 0.01
H 2.295 -2.570 -2.073 0.00
H 1.311 -4.074 1.559 0.08
H -5.728 2.315 0.884 0.02
H -2.493 6.506 -6.808 0.10
H -4.153 7.744 -5.446 0.10
H 3.559 -4.905 1.025 0.07
H 3.217 -4.321 -0.605 0.06
H -1.833 2.457 5.096 0.13
H -3.816 0.646 2.830 0.01
H -0.243 -4.475 -2.599 0.12
H 6.117 0.731 1.412 0.07
H 0.722 -6.741 -2.353 0.10
H 4.350 1.337 -1.066 0.05
H -0.864 -7.064 1.618 0.11
H -2.676 -2.054 0.781 0.03
H 2.277 1.503 0.313 -0.07
H -0.140 3.063 3.541 0.07
H 1.240 2.982 -8.224 0.10
H -0.686 2.562 -6.730 0.11
H 3.182 -1.189 -2.674 -0.01
H 0.866 1.026 7.036 0.12
H 3.081 -1.743 2.863 0.05
H 3.241 -3.498 2.997 0.08
H 1.107 -0.898 3.351 0.10
H -5.163 2.486 -0.787 0.03
H 2.877 1.917 -2.644 0.05
H -1.149 -0.371 2.949 0.10
H -4.090 2.907 0.557 -0.03
H -2.678 -0.666 -1.354 -0.04
H 4.387 1.094 1.451 0.06
H -1.418 1.595 6.593 0.12
H 2.128 1.479 5.874 0.12
H 1.439 2.784 0.584 -0.04
H 0.942 -2.334 1.563 0.04
H 4.992 -0.369 2.216 0.05
H -5.165 -1.833 -0.472 0.01
H -6.465 -0.702 -0.076 0.01
H 2.269 0.370 3.758 0.12
```

Values from the calculation:
* E_LUMO: 1.9 eV
* highest occupied orbital energy: -3.1856 eV
* HOMO-LUMO gap: 5.12 eV
* charge: -1


This record from the OMol25 dataset describes a structure of composition C42H67GeN4O4P2RbS. The level of theory is wB97M-V/def2-TZVPD.

Geometry as XYZ:
```
122
Properties=species:S:1:pos:R:3:lowdin_charge:R:1
Rb -0.429 0.119 -0.993 0.51
Ge -1.864 -3.538 2.046 0.60
S -2.376 2.823 0.556 0.72
P 1.414 1.222 1.769 1.05
P -3.734 0.434 -1.794 0.91
O 0.051 2.223 -5.625 0.08
O -0.152 1.894 -3.450 0.01
O -1.384 -4.161 -3.046 0.07
O -1.517 -2.320 -1.792 -0.09
N -0.637 -0.791 -3.877 0.13
N 3.087 -0.266 -0.003 0.04
N -2.452 5.341 1.505 0.01
N -3.519 3.870 2.742 0.01
C -0.117 -1.953 -6.357 -0.13
C 4.395 -0.676 3.983 -0.32
C -1.258 -2.815 -2.869 -0.52
C 3.293 0.105 3.638 -0.08
C 0.935 2.396 4.508 -0.12
C 2.214 -2.882 -0.773 -0.03
C -0.575 -2.742 -5.333 -0.04
C 3.315 -2.162 -1.507 -0.19
C -0.815 -2.101 -4.059 -0.22
C 5.058 -1.325 2.940 -0.09
C -0.220 -0.034 -4.877 -0.23
C 5.268 1.075 -1.228 -0.05
C 4.653 -1.210 1.624 -0.04
C -3.445 5.077 3.558 -0.16
C 3.342 3.430 2.125 -0.12
C 2.278 2.800 1.226 -0.54
C -2.213 -5.150 0.917 -0.25
C -3.891 1.434 -3.348 -0.42
C 4.852 -0.814 5.417 -0.09
C -4.372 -1.164 -2.464 -0.41
C -0.430 0.459 3.681 -0.15
C 4.929 -2.086 -3.331 -0.30
C 4.800 -0.265 -1.727 -0.21
C 3.524 -0.413 1.250 -0.35
C 5.517 -2.689 -4.584 -0.08
C 0.083 -0.581 -6.180 -0.07
C 3.906 -2.722 -2.636 -0.03
C -0.754 -4.282 3.526 -0.26
C 5.368 -0.857 -2.849 -0.04
C -3.640 -3.228 2.884 -0.26
C -3.195 6.131 2.480 -0.17
C -5.231 1.072 -0.903 -0.43
C 2.842 0.256 2.334 -0.31
C -1.263 -1.941 1.196 -0.34
C -4.543 -2.251 -1.394 -0.16
C -5.330 0.613 0.562 -0.17
C 1.265 3.848 0.762 -0.14
C -2.788 4.016 1.595 -0.88
C -0.107 1.398 -4.549 -0.48
C -3.423 2.884 -3.199 -0.17
C 3.743 -0.902 -1.046 -0.25
C 0.374 1.696 3.257 -0.55
H 3.909 2.676 2.675 0.06
H 4.923 -1.863 5.725 0.06
H 2.368 -2.852 0.306 0.08
H -0.727 -3.805 -5.443 0.09
H 0.710 4.263 1.612 0.06
H -3.663 -2.303 -0.747 0.04
H 5.362 -3.770 -4.606 0.06
H 1.782 3.048 4.312 0.04
H -4.357 -2.933 2.110 -0.01
H 4.149 -0.322 6.094 0.06
H -5.736 -0.395 0.644 0.05
H -2.717 -5.929 1.501 0.00
H 1.242 -2.419 -0.953 0.05
H -0.171 -2.098 1.013 -0.14
H -2.852 -4.883 0.068 -0.01
H 6.107 1.443 -1.824 0.06
H 6.175 -0.339 -3.365 0.10
H -6.132 0.803 -1.468 0.07
H -1.137 0.715 4.484 0.07
H -1.258 -5.103 4.051 -0.01
H -3.273 0.925 -4.096 0.07
H -4.137 6.507 2.071 0.11
H 4.052 4.008 1.521 0.07
H -5.978 1.279 1.141 0.06
H 5.052 -2.276 -5.485 0.07
H -2.612 5.040 4.265 0.11
H 2.769 0.613 4.439 0.08
H -1.271 -5.556 0.531 0.00
H -4.345 0.604 1.035 0.04
H -2.284 5.681 0.572 0.13
H 5.838 -0.363 5.586 0.06
H 5.186 -1.740 0.842 0.10
H -4.683 -3.232 -1.856 0.07
H 0.148 3.002 4.976 0.06
H 3.552 -3.689 -2.987 0.11
H -0.984 0.005 2.854 0.02
H -5.142 2.161 -0.929 0.04
H 1.771 4.680 0.259 0.07
H -0.037 1.687 -6.424 0.07
H -1.629 -4.484 -2.164 0.10
H -4.026 -4.112 3.405 -0.01
H -5.309 -0.987 -3.005 0.07
H 5.572 1.023 -0.179 0.07
H -3.624 -1.484 -3.196 0.06
H -3.563 -2.402 3.598 0.00
H -3.474 2.957 3.168 0.13
H 0.563 -0.003 -6.959 0.07
H -4.929 1.391 -3.697 0.07
H -4.369 5.253 4.106 0.11
H 5.919 -1.949 3.173 0.10
H -2.367 2.923 -2.932 0.05
H 0.243 -0.314 4.068 0.07
H 2.795 2.422 0.338 0.07
H -0.523 -3.492 4.247 -0.01
H 2.897 4.127 2.840 0.05
H 0.533 3.430 0.068 0.04
H -5.417 -2.056 -0.769 0.05
H 4.452 1.802 -1.278 0.07
H -2.610 6.969 2.853 0.11
H 0.117 -2.401 -7.317 0.09
H -3.986 3.410 -2.423 0.04
H 1.245 1.662 5.255 0.06
H -0.327 2.390 2.778 0.05
H -3.550 3.434 -4.136 0.06
H 0.194 -4.652 3.123 0.00
H 2.150 -3.923 -1.101 0.08
H 6.591 -2.499 -4.652 0.06
```

Values from the calculation:
* E_LUMO (spin up / spin down): 3.3 / 3.3 eV
* highest occupied orbital energy (spin up / spin down): -0.3055 / -0.8106 eV
* HOMO-LUMO gap (spin up / spin down): 3.63 / 4.13 eV
* charge: -2


Quick rundown of DFT total energy, same order as above: -117160.415, -180011.048, -145375.492 eV
Quick rundown of ΔE to the lowest compared entry with this formula, charge and spin, same order as above: 0.000, 1.638, 1.890 eV